{
  "formula": "C5H12N2O2",
  "method": "ωB97M-V with the def2-TZVPD basis set",
  "symbols": ["C", "C", "N", "O", "C", "H", "H", "H", "H", "H", "H", "H", "C", "C", "N", "O", "H", "H", "H", "H", "H"],
  "coordinates": [[0.611581, -1.580491, -1.740009], [-0.211266, -1.005126, -0.833386], [-1.486085, -1.535904, -0.641818], [-0.353346, 0.475115, -0.866979], [0.019832, 1.344560, -1.892152], [0.335329, -2.498708, -2.227986], [1.499773, -1.097994, -2.099891], [-1.983355, -1.128932, 0.134585], [-1.684788, -2.402298, -1.115026], [-0.220098, 2.333054, -1.488042], [-0.538371, 1.130949, -2.809857], [1.095372, 1.340282, -2.094962], [-0.379868, -0.181249, 2.476454], [0.803881, -0.044985, 1.560622], [1.387501, 1.115313, 1.353236], [0.559640, 2.234078, 1.451844], [-1.263983, -0.303593, 1.851219], [-0.561891, 0.717067, 3.063823], [-0.310792, -1.063254, 3.109987], [1.561535, -0.816728, 1.639805], [1.119398, 2.968842, 1.168533]],
  "atomic_forces_ev_per_a": [[0.2, 0.3, 1.0], [-1.4, 2.6, -5.4], [0.9, 0.7, 0.9], [-0.2, -2.4, 2.7], [0.6, -0.3, -0.1], [0.2, -0.6, 0.5], [0.1, 0.3, -0.1], [-0.5, -0.7, -0.3], [-0.2, 0.1, 0.7], [-0.1, -0.1, -0.3], [0.1, 0.1, 0.0], [0.0, -0.1, -0.1], [-1.0, -0.1, -1.2], [2.1, 3.2, 2.8], [-0.6, -1.8, -1.1], [-0.3, -0.6, 0.4], [-0.4, 0.0, 0.2], [0.3, 0.0, 0.0], [0.2, 0.0, 0.0], [-0.1, -0.2, -0.7], [0.1, -0.3, 0.1]],
  "nbo_charge": [-0.53, 0.46, -0.87, -0.57, -0.23, 0.20, 0.21, 0.40, 0.40, 0.19, 0.17, 0.17, -0.68, 0.02, -0.11, -0.57, 0.21, 0.24, 0.22, 0.20, 0.48],
  "multiplicity": 1,
  "smiles": "C=C(N)OC.C/C=N\\O",
  "homo_energy_ev": -8.162,
  "lumo_energy_ha": 0.028,
  "orbital_gap_ev": 8.9,
  "energy_ev": -12449.9199,
  "de_lowest_kcal_mol": 139.8,
  "charge": 0
}

---

{
  "formula": "Cl2HNS",
  "method": "ωB97M-V with the def2-TZVPD basis set",
  "symbols": ["S", "N", "Cl", "Cl", "H"],
  "coordinates": [[-0.762876, -0.893493, -1.130577], [-1.578762, -0.290915, 0.063257], [-1.712755, 1.428514, 0.241353], [2.125769, 0.404773, 0.777676], [1.928626, -0.648881, 0.048290]],
  "atomic_forces_ev_per_a": [[-0.6, 0.8, 0.7], [0.3, -0.6, -0.5], [0.2, -0.1, -0.3], [-0.1, -0.4, -0.3], [0.2, 0.4, 0.3]],
  "nbo_charge": [0.39, -0.53, 0.14, -0.26, 0.26],
  "multiplicity": 1,
  "smiles": "S=NCl.Cl",
  "homo_energy_ev": -9.497,
  "lumo_energy_ha": -0.074,
  "orbital_gap_ev": 7.5,
  "energy_ev": -37383.9681,
  "de_lowest_kcal_mol": 27.4,
  "charge": 0
}

---

{
  "formula": "C18H27N9",
  "method": "ωB97M-V with the def2-TZVPD basis set",
  "symbols": ["C", "C", "N", "H", "H", "H", "C", "C", "N", "H", "H", "H", "C", "C", "N", "H", "H", "H", "C", "C", "N", "H", "H", "H", "C", "C", "N", "H", "H", "H", "C", "C", "N", "H", "H", "H", "C", "C", "N", "H", "H", "H", "C", "C", "N", "H", "H", "H", "C", "C", "N", "H", "H", "H"],
  "coordinates": [[0.426459, 0.075273, 0.698404], [0.059070, 0.009554, -0.718158], [-0.201769, -0.046270, -1.837330], [1.251859, 0.786051, 0.745264], [0.839229, -0.884203, 1.001645], [-0.453588, 0.440418, 1.226083], [3.008032, -4.073713, 0.892494], [1.891556, -3.542758, 1.630455], [1.004404, -3.088560, 2.200767], [2.901870, -5.139892, 0.676835], [3.900415, -4.002158, 1.513757], [3.112764, -3.621320, -0.091675], [-1.624594, -1.855309, 3.259893], [-2.945420, -1.777582, 3.891670], [-3.985593, -1.666618, 4.367716], [-1.752950, -1.740948, 2.187606], [-1.099861, -2.781499, 3.484360], [-0.941518, -1.116790, 3.678978], [3.666640, 2.539870, 3.799003], [3.647882, 1.543098, 2.715458], [3.611670, 0.758049, 1.879955], [3.394110, 2.085607, 4.748840], [3.053321, 3.407163, 3.574092], [4.695036, 2.883121, 3.926234], [-1.462874, -0.212822, -4.887996], [-2.276462, -1.316358, -5.415439], [-2.969730, -2.148073, -5.792934], [-1.376107, 0.581006, -5.633886], [-0.406076, -0.466924, -4.796234], [-1.881479, 0.134905, -3.950574], [-2.326952, -2.437953, -2.185597], [-3.739277, -2.225098, -2.566533], [-4.846547, -2.090943, -2.846340], [-1.607416, -2.077284, -2.911709], [-2.162650, -3.499561, -2.005966], [-2.161554, -1.912339, -1.246782], [-0.136379, 3.710347, -1.641125], [1.080841, 4.149491, -2.353986], [2.017816, 4.523276, -2.896234], [-0.603251, 4.568650, -1.154397], [0.006547, 2.977667, -0.852472], [-0.866961, 3.345361, -2.360466], [3.349031, 1.692435, -1.277505], [4.653812, 1.154808, -1.665933], [5.664971, 0.685798, -1.942803], [2.707076, 1.768786, -2.154902], [3.578207, 2.688993, -0.902775], [2.856062, 1.010297, -0.596014], [-4.583447, 0.929509, 2.443246], [-3.128786, 1.183228, 2.447806], [-2.000747, 1.402873, 2.433704], [-5.034659, 1.307686, 3.356772], [-4.773961, -0.125177, 2.273810], [-5.028072, 1.506833, 1.630917]],
  "atomic_forces_ev_per_a": [[0.2, 0.3, -1.1], [0.1, -0.3, -0.2], [0.0, 0.1, 0.2], [-0.1, 0.1, 0.4], [-0.4, -0.1, 0.3], [0.3, -0.2, 0.5], [0.6, -0.9, -0.2], [-0.6, 0.2, 0.0], [0.2, -0.1, -0.1], [-0.4, 0.0, 0.3], [0.1, 0.3, -0.3], [0.2, 0.4, 0.2], [0.1, -0.2, 0.5], [0.3, 0.1, 0.1], [0.1, -0.1, -0.1], [0.3, 0.0, 0.0], [-0.5, -0.3, -0.2], [-0.3, 0.4, -0.3], [0.7, -0.2, -0.1], [-0.3, 0.4, 0.4], [0.0, 0.0, 0.0], [-0.3, 0.0, -0.1], [-0.2, -0.1, 0.0], [0.0, 0.0, -0.1], [0.4, 0.0, -0.9], [0.3, 0.4, 0.1], [0.1, -0.1, -0.1], [-0.7, 0.1, 0.1], [-0.2, -0.5, 0.5], [0.2, 0.1, 0.0], [-0.7, -0.1, 0.4], [0.3, -0.1, -0.2], [0.3, 0.1, 0.2], [-0.2, 0.1, -0.1], [0.0, 0.0, -0.1], [0.1, 0.0, 0.0], [-0.2, 0.6, -0.2], [-0.7, -0.4, 0.7], [0.2, 0.0, -0.1], [0.2, 0.1, -0.1], [0.4, -0.2, -0.2], [0.1, -0.2, 0.0], [0.5, 0.0, -0.8], [-0.1, -0.6, 0.0], [-0.1, 0.2, 0.0], [0.2, 0.2, -0.1], [-0.6, 0.0, 0.4], [0.2, 0.2, 0.4], [0.4, 0.6, -0.4], [-0.5, 0.0, 0.0], [-0.2, 0.0, 0.0], [0.1, -0.3, 0.2], [-0.1, 0.0, 0.3], [0.1, -0.1, -0.1]],
  "nbo_charge": [-0.74, 0.32, -0.41, 0.26, 0.27, 0.29, -0.74, 0.33, -0.39, 0.26, 0.27, 0.27, -0.73, 0.30, -0.36, 0.25, 0.28, 0.26, -0.72, 0.32, -0.37, 0.26, 0.26, 0.26, -0.73, 0.28, -0.33, 0.26, 0.26, 0.26, -0.71, 0.29, -0.33, 0.26, 0.25, 0.24, -0.72, 0.29, -0.33, 0.25, 0.25, 0.26, -0.72, 0.30, -0.34, 0.26, 0.26, 0.25, -0.72, 0.34, -0.41, 0.27, 0.27, 0.25],
  "multiplicity": 1,
  "smiles": "CC#N.CC#N.CC#N.CC#N.CC#N.CC#N.CC#N.CC#N.CC#N",
  "homo_energy_ev": -11.336,
  "lumo_energy_ha": 0.001,
  "orbital_gap_ev": 11.4,
  "energy_ev": -32511.8581,
  "de_lowest_kcal_mol": 16.9,
  "charge": 0
}